{
  "formula": "H10LiO5",
  "method": "the ωB97M-V functional and the def2-TZVPD basis",
  "gap_ev": 11.48,
  "max_force_ha_per_bohr": 0.2320,
  "charge": 1,
  "relative_energy_kcal_mol": 45.5,
  "e_lumo_ev": -3.43,
  "elements": ["Li", "O", "H", "H", "O", "H", "H", "O", "H", "H", "O", "H", "H", "O", "H", "H"],
  "positions_angstrom": [[0.29, -0.21, -0.13], [-1.41, 1.10, -0.95], [-1.46, 1.85, -1.50], [-2.07, 0.47, -1.47], [1.45, -0.29, -2.11], [1.44, -1.18, -2.10], [1.94, 0.11, -2.83], [-0.47, -2.01, 0.36], [-1.34, -2.24, 0.15], [-0.15, -2.62, 0.81], [1.57, 1.09, 0.78], [2.49, 1.47, 0.43], [1.69, 0.84, 1.67], [-1.02, 0.47, 2.46], [-1.71, -0.22, 2.28], [-1.23, 1.38, 2.13]],
  "lowdin_charge": [0.744, -0.096, 0.024, 0.132, -0.013, -0.023, 0.082, 0.068, 0.062, -0.060, -0.117, 0.156, 0.007, -0.091, 0.057, 0.067]
}


{
  "formula": "C8H22LiN2O6P",
  "method": "the ωB97M-V functional and the def2-TZVPD basis",
  "gap_ev": 5.86,
  "max_force_ha_per_bohr": 0.1342,
  "charge": -2,
  "e_lumo_ev": 5.03,
  "elements": ["Li", "P", "O", "O", "O", "O", "C", "C", "C", "O", "C", "N", "H", "H", "H", "H", "H", "H", "H", "H", "H", "H", "H", "C", "C", "C", "O", "C", "N", "H", "H", "H", "H", "H", "H", "H", "H", "H", "H", "H"],
  "positions_angstrom": [[1.45, 0.08, 1.70], [3.30, 0.27, -0.63], [3.27, 1.10, -1.82], [3.89, 1.06, 0.98], [4.22, -0.88, -0.57], [1.80, -0.06, -0.01], [-1.28, -0.37, -2.43], [-0.66, 1.06, -2.57], [-0.67, 1.74, -1.19], [-1.97, 1.92, -0.63], [-2.65, 3.03, -1.13], [0.54, 1.16, -3.35], [-2.22, -0.22, -1.86], [-0.57, -0.99, -1.92], [-1.44, -0.61, -3.45], [-1.45, 1.58, -3.15], [-0.19, 2.71, -1.18], [-0.05, 1.08, -0.57], [-2.15, 3.96, -0.89], [-3.61, 2.95, -0.60], [-2.90, 2.94, -2.22], [1.48, 1.20, -2.91], [0.50, 0.45, -4.06], [-1.90, -0.77, 2.93], [-0.52, -1.36, 3.07], [-0.24, -1.97, 1.69], [0.88, -2.84, 1.88], [1.65, -2.96, 0.73], [0.18, -0.13, 3.32], [-2.27, -0.35, 3.86], [-2.63, -1.46, 2.47], [-1.87, 0.10, 2.18], [-0.64, -2.12, 3.82], [-0.06, -1.04, 1.08], [-1.09, -2.58, 1.19], [1.70, -1.99, 0.23], [1.12, -3.71, -0.02], [2.65, -3.33, 0.95], [3.40, 1.74, 1.30], [1.03, -0.38, 3.81]],
  "lowdin_charge": [0.584, 0.171, -0.368, -0.287, -0.392, -0.582, -0.046, -0.454, -0.177, -0.203, -0.150, 0.050, 0.083, 0.066, 0.043, 0.104, 0.115, 0.092, 0.076, 0.084, 0.083, 0.049, 0.047, -0.170, -0.594, -0.242, -0.208, -0.162, -0.180, 0.048, 0.047, 0.086, 0.113, 0.089, 0.134, 0.029, 0.100, 0.076, -0.093, -0.061]
}


{
  "formula": "C10H13NOS",
  "method": "the ωB97M-V functional and the def2-TZVPD basis",
  "gap_ev": 8.85,
  "max_force_ha_per_bohr": 0.0991,
  "smiles": "C=[S@]1(=O)NC(C)(C)c2ccccc21",
  "charge": 0,
  "relative_energy_kcal_mol": 125.7,
  "e_lumo_ev": 0.59,
  "elements": ["C", "S", "O", "N", "C", "C", "C", "C", "C", "C", "C", "C", "C", "H", "H", "H", "H", "H", "H", "H", "H", "H", "H", "H", "H", "H"],
  "positions_angstrom": [[-0.14, -3.21, 1.12], [-0.58, -1.53, 1.26], [-0.71, -1.12, 2.63], [-1.84, -0.54, 0.05], [-1.22, 0.65, -0.39], [-1.85, 0.99, -1.77], [-1.31, 1.83, 0.70], [0.30, 0.34, -0.40], [1.30, 1.05, -1.07], [2.65, 0.71, -0.90], [2.96, -0.30, -0.05], [2.02, -1.01, 0.67], [0.74, -0.63, 0.45], [-0.71, -3.76, 1.91], [0.03, -3.62, 0.08], [-2.49, -0.30, 0.77], [-2.76, 1.43, -1.55], [-1.92, 0.08, -2.44], [-1.37, 1.92, -2.21], [-0.61, 2.54, 0.56], [-1.00, 1.28, 1.62], [-2.37, 2.27, 0.68], [1.30, 1.79, -1.92], [3.33, 1.25, -1.49], [3.94, -0.48, 0.17], [2.31, -1.61, 1.53]],
  "lowdin_charge": [-0.211, 0.866, -0.378, -0.047, -0.581, -0.027, 0.011, -0.166, -0.007, -0.059, -0.077, -0.049, -0.295, 0.015, 0.032, 0.068, 0.038, 0.105, 0.100, 0.024, 0.086, 0.116, 0.133, 0.090, 0.079, 0.130]
}


{
  "formula": "C52H53BaGe2N5S5Te",
  "method": "the ωB97M-V functional and the def2-TZVPD basis",
  "gap_ev": [2.47, 3.39],
  "max_force_ha_per_bohr": 0.0445,
  "charge": -2,
  "relative_energy_kcal_mol": 107.6,
  "e_lumo_ev": [1.79, 2.60],
  "elements": ["Ba", "C", "N", "C", "C", "C", "C", "C", "C", "N", "C", "C", "C", "C", "C", "C", "N", "C", "C", "C", "C", "C", "N", "H", "H", "H", "H", "H", "H", "H", "H", "H", "H", "H", "H", "H", "H", "H", "H", "H", "H", "S", "C", "S", "C", "C", "S", "S", "S", "C", "C", "Ge", "C", "C", "C", "C", "Ge", "C", "C", "C", "C", "C", "C", "C", "C", "C", "C", "H", "H", "H", "H", "H", "H", "H", "H", "H", "H", "H", "H", "H", "H", "H", "H", "H", "H", "H", "H", "H", "H", "H", "H", "H", "H", "N", "C", "C", "C", "C", "C", "C", "C", "C", "C", "H", "H", "H", "H", "Te", "C", "C", "C", "C", "C", "C", "H", "H", "H", "H", "H"],
  "positions_angstrom": [[0.46, -0.34, 0.27], [3.45, 1.96, -2.58], [3.08, 0.58, -2.82], [4.21, -0.30, -3.02], [4.62, -1.12, -1.81], [5.74, -1.94, -1.91], [6.03, -2.80, -0.87], [5.22, -2.77, 0.25], [4.16, -1.88, 0.28], [3.86, -1.08, -0.73], [2.09, 0.41, -3.87], [0.88, 1.27, -3.72], [0.52, 2.14, -4.74], [-0.59, 2.96, -4.59], [-1.31, 2.87, -3.42], [-0.90, 1.95, -2.46], [0.17, 1.19, -2.60], [4.02, 2.12, -1.20], [5.33, 1.78, -0.89], [5.76, 1.88, 0.42], [4.87, 2.35, 1.38], [3.60, 2.70, 0.96], [3.19, 2.59, -0.29], [4.17, 2.33, -3.34], [2.54, 2.57, -2.62], [3.97, -1.04, -3.79], [5.09, 0.26, -3.40], [6.35, -1.93, -2.80], [6.87, -3.48, -0.93], [5.39, -3.44, 1.08], [3.51, -1.80, 1.14], [2.51, 0.60, -4.88], [1.76, -0.65, -3.81], [1.11, 2.19, -5.64], [-0.86, 3.67, -5.37], [-2.19, 3.48, -3.25], [-1.44, 1.86, -1.53], [6.02, 1.42, -1.65], [6.76, 1.59, 0.70], [5.17, 2.45, 2.41], [2.87, 3.09, 1.66], [0.71, -9.21, 0.63], [0.74, -7.56, 0.63], [1.10, -6.60, -0.77], [1.01, -5.00, -0.02], [0.67, -4.99, 1.31], [0.51, -3.66, 2.32], [0.40, -6.60, 2.03], [1.39, -3.67, -1.00], [-1.13, 3.26, 4.11], [-0.52, 2.21, 3.20], [-0.95, 2.28, 1.19], [-0.73, 4.26, 0.58], [-1.67, 5.31, 1.13], [-2.93, 2.16, 1.39], [-3.65, 1.04, 1.27], [-2.56, -0.50, 0.43], [-3.23, -0.68, -1.50], [-4.68, -0.38, -1.83], [-2.81, -2.39, 1.21], [-4.08, -3.19, 0.99], [-5.06, 0.96, 1.66], [-5.82, -0.16, 1.33], [-7.14, -0.29, 1.71], [-7.75, 0.72, 2.43], [-7.02, 1.85, 2.77], [-5.70, 1.97, 2.39], [-0.86, 3.08, 5.16], [-2.21, 3.26, 4.04], [-0.78, 4.26, 3.85], [-0.86, 1.23, 3.53], [0.57, 2.21, 3.31], [-0.83, 4.24, -0.51], [0.31, 4.54, 0.78], [-2.71, 5.03, 0.95], [-1.51, 6.28, 0.65], [-1.55, 5.43, 2.20], [-3.42, 3.07, 1.72], [-2.97, -1.69, -1.83], [-2.61, 0.01, -2.08], [-5.35, -1.16, -1.48], [-4.82, -0.29, -2.91], [-5.00, 0.56, -1.38], [-2.57, -2.34, 2.27], [-1.98, -2.93, 0.74], [-4.90, -2.83, 1.61], [-3.90, -4.24, 1.24], [-4.39, -3.15, -0.06], [-5.35, -0.94, 0.76], [-7.69, -1.18, 1.45], [-8.78, 0.62, 2.74], [-7.50, 2.64, 3.33], [-5.16, 2.85, 2.68], [2.68, -2.61, 9.94], [2.60, -2.30, 8.83], [2.51, -1.89, 7.49], [3.66, -1.57, 6.76], [3.57, -1.16, 5.46], [2.32, -1.05, 4.82], [1.17, -1.38, 5.56], [1.26, -1.79, 6.87], [2.17, -0.64, 3.48], [2.02, -0.31, 2.32], [4.63, -1.66, 7.24], [4.46, -0.91, 4.90], [0.20, -1.31, 5.08], [0.37, -2.05, 7.43], [0.29, -2.79, -3.86], [-0.58, -1.48, -5.29], [-1.73, -0.76, -5.01], [-2.33, 0.05, -5.95], [-1.81, 0.13, -7.23], [-0.67, -0.60, -7.54], [-0.05, -1.37, -6.57], [-2.16, -0.84, -4.03], [-3.22, 0.62, -5.70], [-2.29, 0.74, -7.98], [-0.27, -0.58, -8.55], [0.85, -1.91, -6.81]],
  "lowdin_charge": [1.063, -0.130, -0.134, -0.142, -0.278, -0.042, -0.081, -0.059, -0.150, 0.128, -0.182, -0.302, -0.035, -0.072, -0.047, -0.166, 0.111, -0.271, -0.046, -0.073, -0.062, -0.135, 0.138, 0.127, 0.117, 0.127, 0.120, 0.104, 0.098, 0.100, 0.061, 0.126, -0.001, 0.106, 0.102, 0.105, 0.047, 0.101, 0.100, 0.098, 0.106, 0.460, -1.534, 0.862, -1.160, -1.185, 0.612, 0.861, 0.361, -0.207, -0.423, 0.672, -0.410, -0.220, -0.312, -0.379, 0.741, -0.416, -0.196, -0.436, -0.207, -0.241, -0.066, -0.098, -0.131, -0.116, -0.046, 0.050, 0.050, 0.040, 0.038, 0.020, 0.013, 0.027, 0.042, 0.046, 0.036, 0.021, 0.042, -0.008, 0.049, 0.046, 0.058, 0.034, 0.006, 0.045, 0.053, 0.051, 0.055, 0.095, 0.083, 0.089, 0.094, 0.124, -0.226, -0.262, -0.043, -0.032, -0.256, -0.022, -0.027, -0.231, -0.314, 0.109, 0.110, 0.118, 0.115, 0.952, -0.647, -0.153, -0.095, -0.109, -0.114, -0.175, 0.066, 0.105, 0.092, 0.094, 0.084]
}


{
  "formula": "C10H28InN3O6PS2",
  "method": "the ωB97M-V functional and the def2-TZVPD basis",
  "gap_ev": 5.45,
  "max_force_ha_per_bohr": 0.0115,
  "charge": -1,
  "relative_energy_kcal_mol": 0.0,
  "e_lumo_ev": 2.20,
  "elements": ["N", "C", "N", "N", "C", "In", "P", "O", "O", "H", "H", "H", "H", "H", "H", "H", "H", "H", "H", "H", "H", "C", "C", "C", "S", "O", "O", "C", "H", "H", "H", "H", "H", "H", "H", "H", "C", "C", "C", "S", "O", "O", "C", "H", "H", "H", "H", "H", "H", "H", "H"],
  "positions_angstrom": [[0.96, 4.03, 0.50], [0.28, 3.75, -0.77], [-0.95, 4.57, -0.76], [1.16, 4.15, -1.90], [0.01, 2.24, -0.89], [-2.12, 1.55, -0.69], [-3.50, 3.02, 0.89], [-2.34, 3.52, 1.99], [-3.74, 4.40, -0.03], [1.05, 5.03, 0.63], [1.91, 3.66, 0.43], [-1.09, 5.12, 0.07], [-1.02, 5.15, -1.58], [1.31, 5.16, -1.86], [0.69, 3.96, -2.78], [0.64, 1.70, -0.19], [0.34, 1.94, -1.90], [-2.07, -0.05, 0.04], [-2.90, 1.49, -2.28], [-1.45, 3.43, 1.63], [-3.13, 4.39, -0.77], [-0.64, -3.79, -0.41], [-1.31, -5.14, -0.69], [-2.76, -4.85, -1.10], [-2.74, -3.22, -1.88], [-3.45, -2.28, -1.06], [-3.03, -3.37, -3.28], [-1.00, -2.91, -1.61], [0.44, -3.88, -0.31], [-1.03, -3.36, 0.51], [-0.79, -5.66, -1.50], [-1.28, -5.79, 0.19], [-3.17, -5.56, -1.82], [-3.42, -4.78, -0.23], [-0.89, -1.84, -1.42], [-0.46, -3.20, -2.51], [2.59, 0.41, 1.50], [3.61, -0.12, 2.52], [3.13, -1.50, 2.97], [2.19, -2.18, 1.59], [0.82, -2.32, 2.00], [2.90, -3.30, 1.01], [2.34, -0.74, 0.53], [2.95, 1.29, 0.97], [1.66, 0.68, 2.00], [4.59, -0.20, 2.05], [3.71, 0.56, 3.37], [3.94, -2.19, 3.20], [2.44, -1.44, 3.81], [1.42, -0.64, -0.04], [3.18, -0.91, -0.13]],
  "lowdin_charge": [0.065, -0.738, 0.043, 0.040, -0.278, 0.274, 0.589, -0.459, -0.472, 0.063, 0.059, 0.068, 0.071, 0.057, 0.063, -0.009, 0.022, -0.118, -0.133, -0.033, -0.046, -0.225, -0.215, -0.224, 0.637, -0.333, -0.338, -0.229, 0.097, 0.112, 0.111, 0.109, 0.093, 0.100, 0.076, 0.106, -0.225, -0.215, -0.221, 0.654, -0.310, -0.338, -0.220, 0.108, 0.127, 0.113, 0.112, 0.097, 0.102, 0.101, 0.110]
}


{
  "formula": "C6H14N3O3P",
  "method": "the ωB97M-V functional and the def2-TZVPD basis",
  "gap_ev": [5.16, 5.31],
  "multiplicity": 3,
  "max_force_ha_per_bohr": 0.1029,
  "charge": 0,
  "e_lumo_ev": [0.42, -4.09],
  "elements": ["C", "C", "C", "C", "C", "C", "N", "N", "N", "O", "O", "O", "P", "H", "H", "H", "H", "H", "H", "H", "H", "H", "H", "H", "H", "H", "H"],
  "positions_angstrom": [[2.69, 0.72, 0.06], [2.55, -1.15, 0.66], [3.15, -0.58, -0.62], [-3.71, -0.25, -0.98], [-2.96, 0.71, -0.01], [-1.48, 0.57, -0.33], [2.11, 0.19, 1.09], [-0.67, 1.37, 0.53], [4.55, -0.47, -0.79], [0.95, 3.40, 1.19], [2.82, 2.02, -0.28], [0.36, 2.78, -1.29], [0.41, 2.55, 0.12], [1.71, -1.88, 0.53], [3.25, -1.61, 1.32], [2.70, -1.04, -1.52], [-4.86, 0.02, -1.01], [-3.39, -0.04, -2.07], [-3.29, -1.30, -0.71], [-3.12, 0.39, 1.10], [-3.37, 1.68, -0.16], [-1.22, -0.51, -0.03], [-1.36, 0.98, -1.35], [-0.82, 1.14, 1.52], [2.35, 2.52, 0.38], [5.07, -0.29, 0.07], [4.94, -1.25, -1.27]],
  "lowdin_charge": [-0.392, -0.175, -0.301, -0.126, -0.272, -0.247, 0.118, 0.030, 0.053, -0.298, 0.053, -0.244, 0.323, 0.106, 0.093, 0.156, 0.112, 0.091, 0.095, 0.142, 0.089, 0.170, 0.125, 0.137, 0.004, 0.096, 0.062]
}